Here is a structure of composition C31H74NO17S8V at a distorted geometry from the Open Molecules 2025 dataset. Energies are from ωB97M-V/def2-TZVPD.

E_HOMO: -8.5 eV
Orbital gap: 5.6195 eV

```
! wB97M-V def2-TZVPD RIJCOSX def2/J DEFGRID3
* xyz 0 1
O -2.857 3.799 -0.967
V -1.534 3.412 -0.131
O -1.873 3.055 1.368
C -1.459 -1.094 -1.662
C -1.769 -0.153 -0.496
C -2.008 -0.967 0.814
C -0.822 -1.476 1.596
C 0.104 -0.245 1.776
C 0.483 0.489 0.494
N -0.754 0.876 -0.246
O -0.554 1.746 -1.306
C 1.442 -0.438 -0.279
C 1.207 1.744 0.962
C -3.172 0.420 -0.755
H -0.544 -1.681 -1.611
H -1.380 -0.471 -2.557
H -2.270 -1.818 -1.752
H -2.714 -1.761 0.565
H -2.525 -0.323 1.534
H -0.302 -2.285 1.075
H -1.078 -1.822 2.597
H 0.921 -0.445 2.476
H -0.448 0.462 2.415
H 1.802 0.189 -1.101
H 0.969 -1.369 -0.560
H 2.311 -0.643 0.348
H 2.211 1.597 1.358
H 0.603 2.367 1.624
H 1.366 2.357 0.062
H -3.901 -0.384 -0.659
H -3.286 0.866 -1.746
H -3.436 1.221 -0.061
C -4.808 -3.639 -2.771
C -5.707 -3.108 -3.915
O -6.711 -2.377 -3.156
C -6.362 -2.254 -1.888
O -6.901 -1.530 -1.095
O -5.252 -2.948 -1.620
H -3.769 -3.470 -3.032
H -4.909 -4.725 -2.785
H -6.234 -3.807 -4.552
H -5.208 -2.339 -4.503
C 3.304 4.883 2.398
C 2.774 5.536 3.635
O 3.968 6.010 4.283
C 4.989 5.897 3.413
O 6.127 6.154 3.653
O 4.532 5.573 2.174
H 2.560 5.032 1.616
H 3.556 3.840 2.615
H 2.238 4.816 4.249
H 2.122 6.397 3.474
C -1.762 3.018 4.472
S 0.026 3.268 4.388
O 0.327 4.457 5.283
C 0.527 1.591 5.051
H -2.025 2.222 3.774
H -2.158 3.951 4.068
H -2.259 2.863 5.428
H 0.461 1.484 6.137
H 1.558 1.323 4.847
H -0.181 0.859 4.669
C -3.652 3.095 -5.623
S -1.843 2.891 -5.889
O -1.109 4.163 -5.640
C -1.602 1.786 -4.427
H -4.172 2.280 -6.127
H -3.861 4.028 -6.145
H -3.991 3.099 -4.588
H -0.722 1.152 -4.534
H -2.480 1.172 -4.241
H -1.391 2.433 -3.576
C 3.419 4.453 -2.352
S 4.961 3.509 -2.213
O 6.041 4.499 -1.987
C 4.667 2.662 -0.590
H 3.032 4.905 -1.437
H 2.572 3.912 -2.786
H 3.609 5.222 -3.101
H 3.976 1.820 -0.706
H 4.124 3.356 0.049
H 5.609 2.251 -0.243
C 2.561 -1.180 -4.180
S 3.664 -2.669 -4.322
O 2.791 -3.847 -4.020
C 3.855 -2.614 -6.120
H 3.025 -0.307 -4.642
H 2.265 -0.938 -3.163
H 1.665 -1.385 -4.770
H 4.657 -3.247 -6.500
H 4.089 -1.622 -6.509
H 2.922 -2.989 -6.543
C -1.135 -7.118 -0.408
S -0.352 -6.044 -1.706
O -0.768 -6.564 -3.045
C -1.361 -4.570 -1.472
H -2.221 -7.088 -0.421
H -0.696 -6.833 0.548
H -0.733 -8.100 -0.651
H -0.901 -4.055 -0.625
H -2.343 -4.946 -1.181
H -1.500 -3.895 -2.309
C -0.958 -4.985 -5.664
S -2.494 -4.153 -6.022
O -3.430 -4.668 -4.939
C -1.895 -2.502 -5.667
H -0.538 -4.589 -4.739
H -0.186 -4.784 -6.413
H -1.010 -6.064 -5.555
H -2.720 -1.797 -5.827
H -1.176 -2.099 -6.380
H -1.595 -2.361 -4.627
C 4.033 -0.209 5.052
S 5.306 1.130 4.995
O 5.676 1.486 3.581
C 4.147 2.439 5.515
H 3.663 -0.283 6.076
H 4.377 -1.187 4.725
H 3.172 0.082 4.448
H 3.365 2.512 4.758
H 4.643 3.400 5.638
H 3.658 2.216 6.465
C -1.164 -1.151 9.108
S -1.669 -2.211 7.702
O -3.149 -2.156 7.605
C -0.920 -1.184 6.352
H -0.101 -1.268 9.319
H -1.746 -1.387 9.996
H -1.359 -0.095 8.909
H 0.083 -0.866 6.651
H -1.541 -0.319 6.134
H -0.700 -1.836 5.507
*
```

Here are the Löwdin charges for atoms 1 to 8, given in e:
1 O -0.327
2 V 1.059
3 O -0.348
4 C -0.021
5 C -0.473
6 C -0.130
7 C -0.153
8 C -0.148